[1]
C26H49IO14PS5 | ωB97M-V/def2-TZVPD

ORCA input file:
```
! RIJCOSX wB97M-V def2-TZVPD def2/J DEFGRID3
* xyz 1 1
C 1.65224 2.24776 0.24736
C 3.29795 1.95846 0.26127
O 3.83122 1.50264 -0.90626
O 4.15905 2.11991 1.44307
C 4.51412 3.52595 1.69159
O 4.40487 3.95500 2.97615
C 4.97878 4.62437 0.55119
P 3.47895 5.85521 0.38821
C 2.61613 5.53858 -1.28869
C 0.98222 5.69313 -1.25248
O 0.25026 6.11473 -0.21272
I -0.10858 5.17964 -3.11710
H 1.23905 2.02450 -0.84136
H 1.16833 1.48172 0.99975
H 1.39347 3.33831 0.58912
H 5.11620 3.99886 -0.45553
H 5.97335 5.20632 0.83779
H 3.89741 7.24587 0.38713
H 2.53747 5.54767 1.43558
H 3.06330 6.33670 -2.05071
H 2.88265 4.46588 -1.70496
C -3.35210 -0.24125 3.32808
C -2.34052 0.52276 4.18107
C -0.94494 0.13126 3.69821
S -1.11737 -0.30819 1.97519
O -0.82852 -1.71929 1.82858
O -0.47691 0.70348 1.15862
C -2.88284 -0.08146 1.88967
H -4.36828 0.14023 3.46402
H -3.34717 -1.30112 3.60931
H -2.48904 1.60087 4.04484
H -2.46464 0.30658 5.24679
H -0.23925 0.96047 3.79272
H -0.56645 -0.74313 4.23475
H -3.32138 -0.81476 1.21073
H -3.07271 0.93201 1.52378
C 0.85270 -4.72175 -1.25908
C 0.29404 -5.45647 -2.47673
C -1.19901 -5.67342 -2.23632
S -1.73146 -4.34406 -1.16816
O -2.13217 -4.90760 0.10384
O -2.58097 -3.44069 -1.91830
C -0.12704 -3.59353 -0.97279
H 1.86173 -4.34100 -1.44215
H 0.89834 -5.40587 -0.40332
H 0.43770 -4.83987 -3.37233
H 0.80877 -6.40724 -2.64701
H -1.76606 -5.63846 -3.16999
H -1.38812 -6.61895 -1.72068
H -0.02676 -3.18234 0.03312
H -0.03780 -2.79621 -1.71668
C 0.61060 5.16732 5.13880
C -0.16790 5.43807 6.42535
C -1.45565 4.61836 6.36333
S -1.09507 3.19795 5.34153
O -1.88956 3.28533 4.13435
O -1.07066 2.00872 6.16952
C 0.58112 3.65809 4.94876
H 1.63554 5.54508 5.19717
H 0.11427 5.66193 4.29532
H 0.43067 5.12001 7.28761
H -0.38385 6.50365 6.55104
H -1.76681 4.28234 7.35569
H -2.26522 5.18011 5.88930
H 0.82503 3.34837 3.93113
H 1.24157 3.15819 5.66356
C 3.38831 -5.77026 -5.81618
C 4.78256 -6.39142 -5.74671
C 4.91973 -7.05874 -4.37925
S 3.26789 -7.52340 -3.88207
O 2.90230 -6.74704 -2.71598
O 3.14620 -8.96702 -3.92201
C 2.43495 -6.83794 -5.30051
H 3.13210 -5.46012 -6.83343
H 3.34544 -4.88488 -5.17066
H 4.88589 -7.14494 -6.53693
H 5.56681 -5.64387 -5.90167
H 5.54880 -7.95113 -4.42841
H 5.31558 -6.36442 -3.63299
H 1.46237 -6.43969 -5.00648
H 2.30796 -7.63990 -6.03385
C -5.56761 0.65721 -0.96627
C -5.24066 -0.05311 -2.27896
C -5.12749 1.01687 -3.36359
S -4.61091 2.51389 -2.53670
O -5.67892 3.48643 -2.63501
O -3.24566 2.82043 -2.91429
C -4.61226 1.83867 -0.88756
H -5.45542 -0.00839 -0.10544
H -6.60454 1.01329 -0.98690
H -4.28413 -0.58051 -2.17983
H -6.00057 -0.79750 -2.53647
H -4.38694 0.74583 -4.12032
H -6.09331 1.20839 -3.83918
H -4.92838 2.59988 -0.17229
H -3.59442 1.50763 -0.66070
*
```

Summary:
lowest unoccupied orbital energy	-4.516	eV
HOMO level	-11.31	eV
total energy	-4702.8943	Ha
frontier orbital gap	6.80	eV

The computed Löwdin charges, all in e, follow:
1. C 0.0056
2. C -0.2491
3. O -0.0122
4. O 0.0243
5. C -0.2827
6. O -0.0083
7. C -0.1867
8. P 1.0885
9. C -0.3444
10. C -0.7350
11. O -0.1275
12. I 0.8736
13. H 0.1269
14. H 0.0707
15. H 0.0762
16. H 0.1263
17. H 0.1412
18. H 0.0578
19. H 0.0510
20. H 0.1290
21. H 0.1109
22. C -0.1988
23. C -0.2427
24. C -0.2081
25. S 0.7118
26. O -0.3031
27. O -0.3646
28. C -0.2282
29. H 0.1230
30. H 0.1257
31. H 0.0601
32. H 0.1173
33. H 0.0806
34. H 0.1186
35. H 0.1106
36. H 0.0969
37. C -0.2193
38. C -0.2407
39. C -0.2184
40. S 0.6662
41. O -0.3188
42. O -0.3492
43. C -0.2367
44. H 0.1158
45. H 0.1295
46. H 0.1169
47. H 0.0816
48. H 0.1052
49. H 0.1109
50. H 0.0825
51. H 0.1100
52. C -0.2287
53. C -0.2116
54. C -0.2119
55. S 0.6932
56. O -0.3254
57. O -0.3067
58. C -0.2324
59. H 0.1166
60. H 0.1193
61. H 0.1243
62. H 0.1215
63. H 0.1128
64. H 0.1128
65. H 0.0986
66. H 0.1192
67. C -0.2243
68. C -0.2195
69. C -0.2241
70. S 0.6826
71. O -0.3292
72. O -0.3160
73. C -0.2306
74. H 0.1194
75. H 0.1198
76. H 0.1216
77. H 0.1175
78. H 0.1087
79. H 0.1076
80. H 0.0936
81. H 0.1149
82. C -0.2201
83. C -0.2086
84. C -0.2220
85. S 0.6687
86. O -0.3172
87. O -0.3680
88. C -0.2444
89. H 0.1091
90. H 0.1246
91. H 0.1182
92. H 0.1227
93. H 0.1071
94. H 0.1098
95. H 0.1130
96. H 0.0927

[2]
C26H49NNiO4Si2 | ωB97M-V/def2-TZVPD

ORCA input file:
```
! RIJCOSX wB97M-V def2-TZVPD def2/J DEFGRID3
* xyz 0 3
O -0.26165 4.34835 -1.56284
O 2.12521 4.17172 -2.10923
C -1.53315 4.02947 -2.19042
C -2.80970 4.22301 -1.43155
H -1.44245 2.99925 -2.51048
H -1.56804 4.59325 -3.12061
H -2.95659 3.44115 -0.69731
H -3.66541 4.19216 -2.10526
H -2.82886 5.16833 -0.91399
C -0.20763 4.07288 -0.11557
C 0.46942 5.23321 0.55618
H 0.37166 3.13508 -0.05152
H -1.22282 3.89220 0.30802
H 1.49884 5.32667 0.19409
H 0.50048 5.05357 1.63752
H -0.08952 6.15120 0.34772
C 3.44837 4.15618 -1.57549
C 1.84979 5.14431 -3.12479
C 3.62185 3.23101 -0.41195
H 3.64436 5.18998 -1.28829
H 4.09266 3.86588 -2.40144
H 2.90418 3.35994 0.40922
H 4.60336 3.45434 0.02409
H 3.67473 2.15984 -0.63034
C 1.56359 6.45201 -2.52187
H 1.05157 4.73080 -3.72031
H 2.73922 5.11338 -3.71760
H 0.74466 6.37430 -1.80958
H 1.31087 7.13128 -3.33132
H 2.45214 6.80354 -2.00954
H 1.31780 3.64893 -1.92297
Ni 0.59698 -0.57473 -1.39846
C 0.94836 1.11086 -1.98881
Si 1.77775 1.21688 -3.83763
H 1.66670 1.55418 -1.16136
H 0.01056 1.82005 -1.91544
C 0.41511 1.73987 -5.00565
C 2.32102 -0.53280 -4.01259
C 3.33130 2.17809 -4.27271
C -0.75447 -1.15703 -2.69244
Si -0.68928 -3.02205 -2.47570
H -0.54171 -0.78299 -3.71645
H -1.71201 -0.68663 -2.39217
C 0.09842 -3.74287 -4.02420
C -2.44522 -3.66450 -2.26932
C 0.28938 -3.60261 -0.97223
H 3.65778 1.74259 -5.23342
H 4.13152 2.00711 -3.54226
H 3.19372 3.25186 -4.42797
H -0.41577 1.02607 -5.01353
H 0.84356 1.77366 -6.01576
H 0.00445 2.73310 -4.78422
H 1.49155 -1.22636 -4.16610
H 2.92217 -0.87925 -3.15966
H 2.95495 -0.54955 -4.90247
H -3.11419 -3.21483 -3.01595
H -2.84245 -3.43784 -1.26972
H -2.46646 -4.75623 -2.40141
H -0.25630 -3.38288 -0.04506
H 1.29490 -3.15653 -0.89928
H 0.40597 -4.69402 -1.04226
H -0.14951 -4.81050 -4.11280
H 1.19242 -3.64956 -3.99688
H -0.27141 -3.22970 -4.92230
O 3.70485 0.04333 0.93876
C 2.64048 -0.29649 0.42177
O 2.45308 -0.64758 -0.82615
C 1.38276 -0.33352 1.25403
C 1.38815 -0.22172 2.64847
C 0.20715 -0.43799 3.33612
C -0.96991 -0.77426 2.63766
C -2.12081 -1.23738 3.31318
C -3.23429 -1.62894 2.60209
C -3.24921 -1.50684 1.20239
C -2.13497 -1.03887 0.52725
C -0.94444 -0.71715 1.20049
N 0.24844 -0.52919 0.54046
H 2.35870 -0.00743 3.09805
H 0.19018 -0.38969 4.41955
H -2.10802 -1.30140 4.40963
H -4.10887 -2.02565 3.10250
H -4.12719 -1.77333 0.61716
H -2.14038 -0.93698 -0.55213
*
```

Summary:
lowest unoccupied orbital energy (alpha / beta)	-0.078 / -0.075	eV
HOMO level (alpha / beta)	-5.14 / -6.88	eV
total energy	-3462.9828	Ha
relative energy (zero: lowest compared OMol25 entry of this formula, charge and spin)	291.1	kJ/mol
frontier orbital gap (alpha / beta)	5.07 / 6.80	eV

The computed Löwdin charges, all in e, follow:
1. O -0.2520
2. O -0.0972
3. C -0.2368
4. C -0.0750
5. H 0.0960
6. H 0.1199
7. H 0.0738
8. H 0.0899
9. H 0.0807
10. C -0.2168
11. C -0.0638
12. H 0.1041
13. H 0.1200
14. H 0.0607
15. H 0.0925
16. H 0.0883
17. C -0.1688
18. C -0.1869
19. C -0.0384
20. H 0.1290
21. H 0.1155
22. H 0.0888
23. H 0.1020
24. H 0.0721
25. C -0.0366
26. H 0.1306
27. H 0.1188
28. H 0.0696
29. H 0.1009
30. H 0.0858
31. H 0.1152
32. Ni 0.3998
33. C -0.3110
34. Si 0.4825
35. H 0.0097
36. H 0.0090
37. C -0.1807
38. C -0.1934
39. C -0.1823
40. C -0.3368
41. Si 0.3921
42. H -0.0210
43. H -0.0133
44. C -0.1985
45. C -0.1962
46. C -0.1904
47. H 0.0421
48. H 0.0392
49. H 0.0028
50. H 0.0270
51. H 0.0298
52. H 0.0093
53. H 0.0050
54. H 0.0418
55. H 0.0277
56. H 0.0285
57. H 0.0086
58. H 0.0229
59. H 0.0198
60. H 0.0242
61. H 0.0317
62. H 0.0228
63. H 0.0252
64. H 0.0288
65. O 0.0218
66. C -0.5782
67. O -0.1293
68. C -0.1397
69. C 0.0158
70. C 0.0012
71. C -0.1563
72. C -0.0365
73. C -0.0807
74. C -0.0652
75. C -0.0151
76. C -0.1717
77. N 0.1060
78. H 0.1214
79. H 0.1147
80. H 0.1180
81. H 0.1021
82. H 0.1084
83. H 0.0744